[1]
The following is a quantum chemistry calculation of 2 unconnected molecules or ions with the total composition C3N4O3S at a distorted geometry, from OMol25.

Each line ends with the Mulliken charge.
Cartesian coordinates (Å):
C 0.3560 0.6418 -2.5083  0.39
C -0.0932 0.0146 1.4789  0.00
C 0.5929 -1.4293 -1.2551  0.47
N 0.5205 1.7516 -2.2950  -0.34
N 0.5542 -0.1251 2.4430  0.69
N 0.8954 -1.6888 -0.1813  -0.41
N -1.1529 0.6011 0.7964  0.89
O -1.7769 1.4219 1.4270  -0.51
O -1.3652 0.2522 -0.3397  -0.50
O 1.3231 -0.4292 3.2606  -0.60
S 0.1462 -1.0108 -2.8266  -0.08

Atoms 1-6, force components in eV/Å:
-0.1 -0.5 -0.5
0.9 -0.2 1.1
0.0 -0.4 -0.1
0.1 0.9 0.1
-1.3 0.2 -2.1
0.3 -0.5 0.3

## Properties
Molar mass ... 172.12 g mol⁻¹
HOMO-LUMO gap ... 9.37 eV
Strongest force on any atom ... 2.5 eV/Å
2S+1 ... 1
Relative energy (zero: lowest compared OMol25 entry of this formula, charge and spin) ... 0.0 kJ/mol
Structure (SMILES) ... O=[N+]([O-])C#[N+][O-].N#CSC#N
Total charge ... 0
LUMO ... -1.21 eV

[2]
The following is a quantum chemistry calculation of 2 unconnected molecules or ions with the total composition C3NO5 at a distorted geometry, from OMol25.

Each line ends with the Mulliken charge.
Cartesian coordinates (Å):
C 2.0848 0.3326 -0.2177  0.08
C -0.4167 -0.9322 -0.7427  0.55
C -0.8663 0.3444 0.1813  0.98
N -0.2717 1.2104 1.0202  -0.35
O 0.6402 -0.7825 -1.2973  -0.54
O 2.5811 -0.5037 0.3921  -0.24
O -1.2479 -1.7790 -0.8533  -0.63
O -1.1607 1.7741 0.0069  -0.42
O -1.3428 0.3360 1.5105  -0.42

Atoms 1-6, force components in eV/Å:
1.5 -0.3 0.9
-1.2 2.0 0.1
-0.6 -0.1 0.1
0.8 1.0 0.7
2.2 0.3 -1.2
-0.4 0.8 -0.5

## Properties
Molar mass ... 130.03 g mol⁻¹
HOMO-LUMO gap ... 9.59 eV
Strongest force on any atom ... 3.1 eV/Å
2S+1 ... 1
Relative energy (zero: lowest compared OMol25 entry of this formula, charge and spin) ... 661.8 kJ/mol
Total charge ... -1
LUMO ... 4.12 eV

[3]
The following is a quantum chemistry calculation of a molecular structure, C3NS at a distorted geometry, from OMol25.

Each line ends with the Mulliken charge.
Cartesian coordinates (Å):
C -1.1442 0.4070 0.0672  -0.06
C 0.0731 0.9237 0.0429  0.38
C -0.3977 -0.6617 -0.2343  0.37
N 1.0386 -1.0154 0.1354  -0.08
S 1.7239 0.3846 -0.0569  0.39

Force components x, y, z for each atom (eV/Å):
0.7 0.5 -0.4
-0.6 0.0 0.1
4.5 -0.6 1.5
-4.5 -2.0 -0.9
-0.2 2.1 -0.3

## Properties
Molar mass ... 82.11 g mol⁻¹
HOMO-LUMO gap (alpha / beta) ... 7.62 / 7.46 eV
Strongest force on any atom ... 5.0 eV/Å
2S+1 ... 1
Relative energy (zero: lowest compared OMol25 entry of this formula, charge and spin) ... 202.4 kJ/mol
Total charge ... +1
LUMO (alpha / beta) ... -8.96 / -9.08 eV

[4]
The following is a quantum chemistry calculation of 10 unconnected molecules or ions with the total composition C40H100F8N10O24S8 at a distorted geometry, from OMol25.

Each line ends with the Mulliken charge.
Cartesian coordinates (Å):
C -2.6417 3.9917 -5.7068  -1.35
C -1.9160 2.8514 -6.4081  -0.43
N -0.7676 2.2015 -5.5572  0.41
C -0.3870 0.8541 -6.2495  -1.18
C 0.5654 3.0912 -5.7003  -0.42
C 1.5800 2.7208 -4.6021  -0.87
C -1.2524 1.9647 -4.0801  0.08
C -2.5079 1.1234 -3.9563  -1.14
O -3.5137 1.1841 -4.9372  -0.28
C -4.7059 0.4658 -4.6390  -0.84
H -3.4320 3.7338 -5.0018  0.28
H -3.0921 4.5934 -6.4962  0.43
H -2.0857 4.7083 -5.1023  0.35
H -1.4533 3.3232 -7.2749  0.57
H -2.6371 2.1549 -6.8359  0.47
H 0.3697 0.2733 -5.7222  0.45
H 0.0710 0.9938 -7.2287  0.44
H -1.2955 0.2552 -6.3134  0.38
H 0.3359 4.1567 -5.6901  0.45
H 1.0081 2.8018 -6.6534  0.33
H 2.5120 3.2698 -4.7364  0.50
H 1.9055 1.6810 -4.5696  0.06
H 1.1446 2.9425 -3.6278  0.19
H -1.3160 2.9531 -3.6250  0.58
H -0.4142 1.5200 -3.5437  -0.40
H -2.8677 1.2118 -2.9312  0.80
H -2.1423 0.0981 -4.0113  0.27
H -4.5391 -0.6083 -4.5585  0.29
H -5.3408 0.6403 -5.5077  0.30
H -5.2609 0.9110 -3.8132  0.33
C -1.3190 -6.3371 -2.5807  -1.44
C 0.1589 -5.8024 -2.3764  0.35
N 1.2861 -6.8167 -2.5469  0.36
C 2.6574 -6.0410 -2.6560  -0.91
C 1.3817 -7.8104 -1.3245  -0.39
C 1.2714 -7.1534 0.0661  -0.85
C 1.0638 -7.7404 -3.8015  -0.78
C 1.1790 -6.9051 -5.1408  -0.61
O 2.4902 -6.5360 -5.4324  -0.35
C 2.5829 -5.9435 -6.7491  -0.74
H -1.5381 -6.7699 -3.5568  0.37
H -2.0476 -5.5304 -2.5009  0.14
H -1.6310 -7.0477 -1.8153  0.39
H 0.4721 -5.3058 -1.4581  0.13
H 0.2632 -5.0558 -3.1637  -0.09
H 3.3398 -6.8757 -2.8163  0.50
H 2.8579 -5.6432 -1.6612  0.40
H 2.6709 -5.2151 -3.3672  0.26
H 2.2011 -8.4842 -1.5749  0.57
H 0.4433 -8.3623 -1.3773  0.40
H 0.2784 -6.8449 0.3929  0.37
H 1.7106 -6.1567 0.1075  -0.14
H 1.7451 -7.6860 0.8907  0.39
H 0.0133 -8.0212 -3.7261  0.42
H 1.6388 -8.6661 -3.8238  0.53
H 0.5727 -6.0053 -5.0370  0.26
H 0.7392 -7.4569 -5.9716  0.63
H 2.2495 -4.9058 -6.7561  0.25
H 1.9278 -6.3951 -7.4941  0.35
H 3.6262 -6.0977 -7.0244  0.26
C 1.2377 -2.8998 0.5912  0.48
C -0.0802 -2.2197 1.0960  -0.55
N -0.3717 -0.8536 0.3395  0.95
C -1.5494 -0.1458 1.0479  -0.94
C 0.8400 0.1347 0.3114  -0.28
C 0.6203 1.6137 -0.1477  0.53
C -0.8441 -1.0498 -1.1623  2.28
C -2.2441 -1.6132 -1.4182  -2.20
O -2.5565 -2.6872 -0.5614  0.10
C -3.6942 -3.3649 -0.7673  -0.83
H 2.1313 -2.2756 0.5823  0.15
H 0.9917 -3.0478 -0.4603  -0.93
H 1.4150 -3.8100 1.1642  0.14
H 0.2237 -1.9633 2.1109  0.20
H -0.8817 -2.9580 1.0704  0.62
H -2.2585 -0.9506 1.2420  0.79
H -1.9536 0.7077 0.5037  0.09
H -1.2483 0.2155 2.0312  -0.21
H 1.4543 -0.4535 -0.3703  -0.40
H 1.4052 0.0618 1.2406  1.14
H 1.4398 1.9918 -0.7588  -0.38
H 0.5812 2.2145 0.7610  -0.71
H -0.2806 1.8011 -0.7319  -0.09
H -0.1124 -1.7644 -1.5394  -1.12
H -0.6730 -0.1568 -1.7634  0.07
H -2.2920 -1.7948 -2.4919  0.71
H -2.9744 -0.8455 -1.1623  0.43
H -4.6027 -2.8466 -0.4605  0.17
H -3.6448 -4.2519 -0.1357  0.26
H -3.8936 -3.6534 -1.7994  0.35
C -5.6282 0.8133 5.3768  -1.95
C -4.2438 1.3494 5.1472  -0.16
N -4.1450 2.6719 4.3188  0.70
C -4.4867 2.2330 2.8748  -0.74
C -5.2349 3.7311 4.7947  -0.46
C -5.4231 5.0241 3.9309  -1.19
C -2.7248 3.3091 4.4716  -1.32
C -1.4536 2.4047 4.2665  0.52
O -1.2893 1.3088 5.1629  -0.44
C -0.0189 0.6012 5.0860  -0.42
H -5.4957 -0.1323 5.9024  0.47
H -6.2351 0.6432 4.4874  0.43
H -6.2612 1.3818 6.0582  0.47
H -3.7328 0.6000 4.5427  0.29
H -3.5609 1.4675 5.9885  0.61
H -5.5481 2.1183 2.6549  0.40
H -4.0112 1.3072 2.5509  -0.18
H -4.0678 3.0527 2.2912  0.38
H -4.9426 4.0070 5.8079  0.48
H -6.1612 3.1712 4.9235  0.41
H -6.1842 5.6464 4.4016  0.41
H -5.6631 4.8392 2.8839  0.32
H -4.4809 5.5686 3.8684  0.31
H -2.6584 3.7235 5.4775  0.26
H -2.7024 4.0673 3.6888  0.58
H -0.6005 3.0785 4.3453  0.51
H -1.4772 1.9595 3.2718  -0.35
H 0.7728 1.3462 5.0058  0.24
H 0.0968 -0.0178 4.1964  -0.04
H 0.1519 0.0056 5.9828  0.41
C 4.1344 3.8846 -0.5061  -1.00
C 4.1242 5.1202 0.4112  -0.61
N 4.5718 4.7754 1.9089  0.39
C 5.9891 4.0775 1.8030  -1.14
C 4.6495 6.0794 2.8481  -0.18
C 5.7707 7.0353 2.4690  -1.34
C 3.5862 3.7685 2.6138  -1.06
C 2.0201 3.9574 2.4435  0.01
O 1.7070 5.1460 3.1590  -0.40
C 0.3751 5.5162 3.0842  -0.38
H 3.3949 3.1359 -0.2223  0.13
H 5.1452 3.4880 -0.6014  0.37
H 3.7663 4.1542 -1.4960  0.44
H 3.1682 5.6426 0.4473  0.39
H 4.8867 5.8342 0.1001  0.51
H 6.0321 3.0805 1.3646  0.35
H 6.4954 4.0777 2.7683  0.34
H 6.5050 4.7561 1.1237  0.47
H 4.6973 5.7835 3.8961  0.44
H 3.6879 6.5632 2.6770  0.25
H 5.5689 7.4492 1.4811  0.36
H 6.7973 6.7184 2.6530  0.31
H 5.6608 7.9095 3.1107  0.46
H 3.8188 3.8145 3.6777  0.45
H 3.8697 2.7931 2.2185  0.48
H 1.5428 3.0506 2.8150  0.21
H 1.7633 4.0521 1.3884  0.34
H 0.2950 6.4439 3.6508  0.33
H -0.3528 4.7873 3.4404  -0.16
H 0.1289 5.9082 2.0973  0.37
N -7.4732 -0.5232 2.9070  -0.18
S -7.9383 -1.6943 3.6363  1.00
O -7.0900 -2.1161 4.7471  -0.60
O -8.6444 -2.7260 2.8913  -0.62
F -9.0640 -0.9840 4.4859  -0.30
S -6.1131 -1.1224 2.1331  1.06
O -6.3803 -2.2266 1.1945  -0.59
O -4.8312 -1.1948 2.8354  -0.46
F -5.8480 0.1127 1.1147  -0.31
N 4.6705 1.1703 4.0464  0.27
S 4.1456 -0.2626 4.2763  0.52
O 3.1672 -0.4307 5.3903  -0.63
O 4.9913 -1.3708 3.7721  -0.48
F 3.1113 -0.1574 3.0572  -0.14
S 6.0957 0.9509 4.9451  0.88
O 7.3683 0.7027 4.2656  -0.61
O 5.9863 0.3285 6.2615  -0.55
F 6.3089 2.5193 5.3297  -0.33
N 3.5160 -5.4637 2.1669  -0.16
S 3.1991 -4.5734 3.2926  0.94
O 2.7568 -3.2405 3.0975  -0.24
O 3.8633 -4.8060 4.5757  -0.68
F 1.7683 -5.2945 3.5548  -0.41
S 4.8691 -4.5360 1.7947  1.04
O 6.0745 -4.7782 2.5853  -0.60
O 4.6208 -3.2759 1.1050  -0.45
F 5.2674 -5.5042 0.5281  -0.37
N 1.2542 -0.5695 -3.3552  0.30
S 1.3903 -1.9518 -3.8692  0.45
O 1.6157 -3.0166 -2.8940  -0.19
O 1.8027 -2.0929 -5.2947  -0.79
F -0.2270 -2.1344 -4.0227  -0.39
S 2.9216 -0.3882 -3.0082  0.69
O 3.7493 -0.0562 -4.1793  -0.64
O 3.4803 -1.1976 -1.9750  -0.45
F 2.8085 1.0807 -2.2585  -0.07
N -2.4916 3.7800 0.2976  0.58
O -2.8613 4.9081 0.5534  -0.73
O -3.0894 3.0974 -0.5141  -0.61
O -1.5341 3.3697 0.9382  -0.10

Atoms 1-6, force components in eV/Å:
-0.6 0.5 0.5
0.8 1.1 0.3
0.4 -0.6 -1.3
-0.5 0.1 0.6
-0.1 -1.4 1.0
-0.5 0.1 0.1

## Properties
Molar mass ... 1513.81 g mol⁻¹
HOMO-LUMO gap ... 7.75 eV
Strongest force on any atom ... 12.1 eV/Å
2S+1 ... 1
Total charge ... 0
LUMO ... -0.60 eV

[5]
The following is a quantum chemistry calculation of 10 unconnected molecules or ions with the total composition C40H100O20 at a distorted geometry, from OMol25.

Each line ends with the Mulliken charge.
Cartesian coordinates (Å):
C 4.7247 5.9882 -3.7877  -0.70
O 3.7683 5.2939 -4.5085  -0.43
C 2.6645 4.9058 -3.5791  -0.92
C 3.0218 3.8776 -2.5085  0.76
O 3.2887 2.6867 -3.2020  -0.47
C 3.3036 1.5397 -2.3682  -0.54
H 5.3837 5.4808 -3.0831  0.24
H 4.2273 6.8143 -3.2795  0.30
H 5.3822 6.4645 -4.5150  0.34
H 1.8201 4.5872 -4.1903  0.28
H 2.3036 5.7624 -3.0098  0.49
H 2.1060 3.7505 -1.9311  -0.22
H 3.8338 4.2009 -1.8572  0.26
H 2.7106 1.5959 -1.4553  0.04
H 4.3248 1.2380 -2.1353  0.27
H 2.8805 0.6739 -2.8777  0.41
C 4.8646 1.0545 3.2674  -0.76
O 5.1133 1.6819 2.0213  -0.29
C 6.0770 0.9836 1.2039  -0.86
C 5.6822 -0.2904 0.4335  -0.17
O 5.1832 -1.3381 1.3210  -0.15
C 4.6349 -2.4541 0.6670  -0.92
H 4.6318 1.8003 4.0276  0.34
H 5.7540 0.6183 3.7221  0.47
H 4.0467 0.3444 3.1452  0.12
H 7.0152 0.8629 1.7455  0.38
H 6.3108 1.7248 0.4397  0.44
H 6.4674 -0.7548 -0.1631  0.41
H 4.9104 -0.0128 -0.2845  0.04
H 5.3847 -3.1230 0.2446  0.33
H 3.8421 -2.2355 -0.0483  0.35
H 4.1404 -3.0837 1.4068  0.27
C -4.0449 -1.1948 -5.4751  -0.39
O -4.8869 -0.4655 -6.3301  -0.40
C -5.5308 -1.1877 -7.4041  -0.55
C -4.4710 -2.0130 -8.2182  -0.57
O -4.1450 -3.1890 -7.4376  -0.27
C -2.9588 -3.8868 -7.8289  -0.83
H -4.5435 -2.1187 -5.1821  0.34
H -3.6737 -0.6098 -4.6336  0.07
H -3.1462 -1.5247 -5.9961  0.16
H -6.0136 -0.4835 -8.0817  0.36
H -6.3065 -1.8334 -6.9925  0.31
H -3.6280 -1.3894 -8.5159  0.37
H -4.9700 -2.3571 -9.1241  0.44
H -2.0186 -3.3722 -7.6306  0.31
H -3.0188 -4.0244 -8.9086  0.43
H -2.9674 -4.8564 -7.3311  0.20
C -2.4766 -3.8716 1.5419  -0.52
O -3.6526 -4.6508 1.4528  -0.40
C -4.5670 -4.1636 0.4891  0.35
C -5.8528 -5.0465 0.4802  -0.70
O -6.5014 -4.9554 1.7743  -0.35
C -7.6294 -5.8917 1.8998  -0.80
H -1.9488 -4.0690 0.6089  0.14
H -1.8884 -4.3736 2.3101  0.28
H -2.6423 -2.8275 1.8075  0.30
H -4.1350 -4.2951 -0.5029  -0.14
H -4.8375 -3.1138 0.6023  0.28
H -5.6487 -6.0591 0.1322  0.44
H -6.4414 -4.5676 -0.3022  0.30
H -7.4046 -6.9573 1.9452  0.29
H -8.3470 -5.7136 1.0988  0.32
H -8.1676 -5.6103 2.8049  0.28
C 1.2024 0.7869 2.3477  0.18
O 0.0140 0.7699 1.5460  -0.58
C 0.3222 0.9151 0.1868  0.56
C -0.9577 0.4751 -0.6405  -0.67
O -0.9078 -0.9398 -0.7368  -0.36
C -2.0682 -1.5259 -1.2101  -0.51
H 1.9436 0.0889 1.9584  0.19
H 1.0270 0.5532 3.3978  -0.40
H 1.6701 1.7715 2.3457  0.20
H 1.2333 0.3602 -0.0369  0.35
H 0.4859 1.9723 -0.0221  -0.37
H -0.8301 0.8526 -1.6550  0.41
H -1.8393 0.7924 -0.0834  0.26
H -1.9118 -2.5892 -1.3916  0.10
H -2.3884 -1.1600 -2.1857  0.18
H -2.9944 -1.3964 -0.6501  0.33
C -0.8253 3.7848 -2.2445  -0.81
O -2.0352 3.2026 -2.6148  -0.33
C -3.0930 3.3984 -1.7240  -0.42
C -4.4749 3.0169 -2.3433  -0.54
O -4.6518 3.7207 -3.6048  -0.32
C -5.8957 3.3988 -4.2567  -0.76
H -0.1244 3.5597 -3.0484  0.22
H -0.4906 3.4499 -1.2627  0.25
H -0.9906 4.8590 -2.1620  0.56
H -3.1015 4.4239 -1.3550  0.41
H -2.9809 2.7327 -0.8682  0.19
H -5.3080 3.3239 -1.7109  0.38
H -4.5868 1.9510 -2.5418  0.28
H -6.7043 3.7947 -3.6422  0.33
H -6.0518 2.3203 -4.2312  0.29
H -6.0286 3.7455 -5.2815  0.26
C -2.9197 0.8964 6.8977  -0.76
O -1.6436 0.2424 6.7218  -0.35
C -0.6616 1.0855 6.1051  -0.55
C 0.6937 0.4861 6.1456  0.03
O 1.1042 0.2633 7.4748  -0.42
C 2.3687 -0.3776 7.6462  -0.54
H -2.8148 1.7987 7.5002  0.32
H -3.5740 0.1611 7.3661  0.24
H -3.3412 1.2934 5.9743  0.30
H -0.7130 2.0838 6.5397  0.46
H -0.9772 1.0969 5.0619  0.19
H 1.3321 1.1469 5.5592  0.38
H 0.5907 -0.3945 5.5115  -0.02
H 2.4276 -1.3913 7.2501  0.15
H 2.5465 -0.5764 8.7031  0.35
H 3.2604 0.0518 7.1896  0.27
C 4.6924 -3.4265 7.8003  -0.69
O 4.9253 -2.0169 7.6212  -0.31
C 5.6177 -1.6925 6.3734  -1.11
C 4.8549 -1.9978 5.1240  -0.16
O 3.5579 -1.4311 5.1238  0.43
C 2.6999 -2.0773 4.2093  -0.31
H 3.9644 -3.8317 7.0976  0.25
H 4.2633 -3.5161 8.7982  0.23
H 5.6755 -3.8972 7.7866  0.33
H 6.6093 -2.1386 6.4498  0.46
H 5.7342 -0.6129 6.4682  0.27
H 4.8119 -3.0729 4.9496  0.52
H 5.3903 -1.5832 4.2698  0.04
H 1.7891 -1.4830 4.1369  -0.09
H 2.2922 -3.0553 4.4651  0.37
H 3.1605 -2.0998 3.2216  -0.20
C 2.3336 9.6399 0.5362  -0.82
O 2.4246 8.2432 0.2112  -0.22
C 3.4095 7.5590 1.0401  -0.56
C 3.8613 6.1787 0.4173  -0.56
O 2.7900 5.2670 0.1992  -0.13
C 2.3239 4.5934 1.3576  -0.60
H 1.7791 9.8168 1.4578  0.31
H 1.7933 10.1015 -0.2903  0.25
H 3.2368 10.2397 0.6483  0.33
H 3.0109 7.4515 2.0489  0.30
H 4.2926 8.1930 1.1198  0.43
H 4.5854 5.7727 1.1237  0.32
H 4.3885 6.2462 -0.5343  0.33
H 1.4413 3.9762 1.1899  0.02
H 2.1510 5.2481 2.2117  0.29
H 3.1339 3.9251 1.6495  0.27
C -0.2828 -6.6198 -2.5597  -0.78
O -1.1996 -5.4742 -2.7551  -0.22
C -2.0649 -5.4855 -3.9175  -0.66
C -3.1236 -4.3541 -3.9522  -0.14
O -4.1248 -4.4189 -2.8911  -0.18
C -5.1984 -5.3592 -3.1804  -0.92
H 0.5202 -6.1985 -1.9550  0.22
H 0.1944 -6.9948 -3.4651  0.32
H -0.8158 -7.3977 -2.0130  0.29
H -2.6089 -6.4300 -3.9092  0.33
H -1.4774 -5.4147 -4.8329  0.39
H -3.6777 -4.2596 -4.8860  0.24
H -2.4429 -3.5069 -3.8689  0.12
H -5.5250 -5.1907 -4.2065  0.36
H -6.0561 -5.2888 -2.5115  0.24
H -4.7863 -6.3676 -3.2168  0.33

Atoms 1-6, force components in eV/Å:
0.6 1.7 -0.5
-1.9 -1.5 1.7
1.0 0.5 -0.4
-0.6 0.2 -1.5
0.0 -1.1 0.5
0.2 -0.6 -0.4

## Properties
Molar mass ... 901.22 g mol⁻¹
HOMO-LUMO gap ... 9.71 eV
Strongest force on any atom ... 2.9 eV/Å
2S+1 ... 1
Relative energy (zero: lowest compared OMol25 entry of this formula, charge and spin) ... 308.0 kJ/mol
Structure (SMILES) ... COCCOC.COCCOC.COCCOC.COCCOC.COCCOC.COCCOC.COCCOC.COCCOC.COCCOC.COCCOC
Total charge ... 0
LUMO ... 0.50 eV